Density functional theory data (the ωB97M-V functional and the def2-TZVPD basis) for C8H24Cl2MgO4 as an isolated structure at a distorted geometry.

The geometry in XYZ format:
```
39
Properties=species:S:1:pos:R:3:forces:R:3
Mg -0.49821 0.40385 0.18002 -0.562 1.470 -0.047
Cl -1.39469 1.37387 2.18415 0.117 -0.043 -0.095
Cl -1.72232 1.54376 -1.61960 0.159 -0.060 0.185
C 3.13325 -1.31277 1.62020 0.334 -0.043 -0.155
C 1.97423 -0.52562 2.17995 -0.047 0.173 0.237
O 0.77464 -0.71467 1.42172 0.049 -0.691 -0.170
H 4.06244 -1.04372 2.12772 -0.092 0.005 0.109
H 3.29017 -1.10327 0.56029 -0.130 -0.013 -0.008
H 2.99681 -2.38901 1.74696 -0.060 0.023 -0.054
H 2.15635 0.54581 2.15827 -0.001 0.007 -0.020
H 1.77997 -0.81529 3.21427 -0.014 0.114 0.019
H 0.42221 -1.58933 1.61378 0.099 0.051 0.148
C -4.25152 -1.35124 0.39972 -0.070 -0.100 0.179
C -3.08304 -1.35859 -0.55264 -0.415 0.003 -0.334
O -1.84432 -1.15146 0.15807 0.321 -0.653 -0.158
H -4.21767 -0.45217 1.01400 -0.022 0.020 -0.021
H -4.24713 -2.22577 1.05706 0.059 0.059 0.011
H -5.19063 -1.37129 -0.15461 0.022 0.048 -0.047
H -3.15409 -0.55073 -1.27553 0.117 0.150 0.123
H -3.02995 -2.29461 -1.12057 0.120 -0.008 0.124
H -1.57956 -1.99166 0.54250 -0.198 0.002 0.176
C -0.34575 -1.20986 -3.53484 0.071 -0.099 0.128
C 0.24422 -1.65811 -2.21163 -0.070 -0.006 -0.197
O 0.60257 -0.52323 -1.40041 0.333 -0.673 0.022
H -0.55962 -2.08229 -4.15419 -0.059 0.032 -0.036
H 0.36098 -0.57258 -4.06947 0.042 -0.047 -0.033
H -1.24497 -0.61978 -3.36805 -0.023 -0.033 0.013
H 1.12050 -2.29924 -2.34917 0.069 0.134 -0.036
H -0.46332 -2.24391 -1.62993 -0.133 0.130 0.007
H 1.39104 -0.14610 -1.79273 -0.001 0.274 -0.061
C 1.79176 3.78429 1.50680 0.050 -0.281 -0.065
C 0.88372 3.30675 0.39437 -0.143 0.238 -0.026
O 1.08417 1.90312 0.13107 0.130 -0.560 0.013
H 1.62672 3.18317 2.40163 -0.082 0.057 0.018
H 1.58730 4.82782 1.74196 0.006 0.030 -0.005
H 2.84234 3.68738 1.21875 0.000 0.082 0.013
H 1.04778 3.86366 -0.52999 -0.029 -0.025 -0.006
H -0.16581 3.39554 0.66368 0.014 -0.024 0.041
H 1.81945 1.77725 -0.47361 0.040 0.254 0.007
```
Forces are in eV/Å.

Output
relative energy (zero: lowest compared OMol25 entry of this formula, charge and spin): 29.30 kJ/mol
total energy: -47369.6103 eV
gap between HOMO and LUMO: 0.29287 hartree
total charge: 0

These are the natural (NBO) partial charges, in e, on atoms 1 to 2:
1 Mg 1.73
2 Cl -0.90